Computed, not measured: 5 unconnected molecules or ions with the total composition C42H82N3O7S, with wB97M-V/def2-TZVPD.

```
135
C42H82N3O7S | the OMol25 dataset | wB97M-V/def2-TZVPD
C 3.29047 -2.42906 -0.16287
C 3.27873 -0.89602 -0.13488
C 2.01269 -0.32090 -0.80885
C 2.24286 1.04983 -1.43520
C 1.05003 1.53750 -2.26685
C 0.79202 0.64658 -3.47158
C -0.27313 1.22409 -4.42390
C -0.77759 0.14987 -5.40678
C -2.29385 -0.06232 -5.48139
C -2.79547 -1.09700 -4.46388
C -2.66340 -0.64317 -3.00677
C -3.61513 0.54636 -2.79682
C -4.06722 0.92666 -1.36835
C -3.59685 -0.04389 -0.27444
S -1.81761 0.46624 -0.00228
C -4.30805 0.18895 1.08447
C -4.93310 1.58212 1.17308
C -4.77380 2.26783 2.47420
O -4.02737 2.62335 1.16884
C -3.74581 -1.49709 -0.79036
C -5.15654 -1.75812 -1.37912
O -6.14562 -1.07829 -0.64416
N -7.48047 -1.69830 -0.87960
O -7.81277 -2.26848 0.05471
N -3.63330 -2.41135 0.30130
C -2.69547 -2.67397 1.12723
C -3.07672 -2.92878 2.55451
C -1.22843 -2.92279 0.85591
N -2.74442 -1.73825 -1.94433
C -2.62325 -3.18355 -2.38415
C -1.18890 -3.43870 -2.89179
C -3.75876 -3.77716 -3.24225
C -3.32793 -4.74357 -4.34716
H 4.30697 -2.80601 -0.24977
H 2.74002 -2.81706 -1.02177
H 2.83205 -2.84033 0.73562
H 4.12867 -0.52066 -0.70244
H 3.26924 -0.53206 0.88879
H 1.20674 -0.24415 -0.06777
H 1.69445 -1.04048 -1.56634
H 2.53077 1.78251 -0.68206
H 3.08644 0.95027 -2.12601
H 0.17324 1.51040 -1.61692
H 1.23135 2.56454 -2.58476
H 1.70957 0.46374 -4.03369
H 0.38631 -0.30918 -3.12823
H 0.15533 2.07306 -4.95183
H -1.07340 1.59312 -3.77878
H -0.27415 -0.79812 -5.20313
H -0.43859 0.44117 -6.40140
H -2.83651 0.88105 -5.45291
H -2.51369 -0.49781 -6.45678
H -2.27791 -2.02051 -4.69655
H -3.85289 -1.28058 -4.67081
H -1.65949 -0.23333 -2.92395
H -3.15955 1.41511 -3.25814
H -4.51410 0.35580 -3.38589
H -5.14790 1.01526 -1.35588
H -3.62702 1.89182 -1.13633
H -1.14688 -0.69153 -0.04841
H -5.08754 -0.53550 1.28764
H -3.57942 0.18199 1.88845
H -5.88218 1.73333 0.67261
H -5.17451 3.25055 2.67510
H -3.94004 2.00821 3.11337
H -5.31816 -2.83403 -1.31252
H -5.20686 -1.49843 -2.44015
H -4.14688 -2.82507 2.69310
H -2.69844 -3.87593 2.93249
H -2.59306 -2.14045 3.14040
H -0.95408 -2.99801 -0.19259
H -0.59879 -2.19888 1.37202
H -0.98458 -3.88073 1.31656
H -1.86684 -1.63446 -1.43617
H -2.64282 -3.76697 -1.46716
H -0.47834 -2.71387 -2.48707
H -0.85790 -4.41816 -2.55527
H -1.08574 -3.42608 -3.97001
H -4.43161 -4.32512 -2.58303
H -4.38855 -3.02376 -3.70199
H -4.21572 -5.04099 -4.89861
H -2.79796 -5.61425 -3.97327
H -2.70147 -4.23041 -5.07539
C -12.24962 -0.78117 0.45103
C -10.75099 -0.78925 0.74647
C -10.21016 0.06134 -0.39888
O -11.23065 0.99945 -0.72018
C -12.45255 0.63411 -0.07249
H -12.86944 -1.00251 1.31782
H -12.48081 -1.50986 -0.32869
H -10.55513 -0.30154 1.70394
H -10.31620 -1.78652 0.77780
H -10.00835 -0.54849 -1.28806
H -9.29688 0.60190 -0.13624
H -12.63766 1.33702 0.74609
H -13.27158 0.71316 -0.78676
C 3.25765 1.71948 4.94494
C 4.01943 0.52736 5.51612
C 3.58540 -0.59515 4.58404
O 3.34301 0.01220 3.30897
C 3.32273 1.43663 3.45098
H 3.69058 2.68231 5.21046
H 2.21994 1.70481 5.28790
H 5.09102 0.70265 5.42822
H 3.79088 0.31886 6.56008
H 2.65691 -1.06548 4.92794
H 4.34301 -1.37138 4.46978
H 4.23977 1.84372 3.01114
H 2.46805 1.83773 2.90255
C 8.96627 2.82219 4.29311
C 8.60805 1.55166 3.53124
C 7.79855 0.78731 4.57024
O 7.14657 1.77012 5.38287
C 7.70362 3.06114 5.10891
H 9.22118 3.65944 3.64871
H 9.81371 2.63314 4.95533
H 7.98240 1.79666 2.66881
H 9.47399 0.99784 3.17568
H 8.44704 0.18147 5.21159
H 7.04428 0.13376 4.12591
H 6.96866 3.64274 4.54017
H 7.89406 3.57402 6.05200
C 12.66467 4.05787 0.50690
C 11.34781 3.99187 -0.26377
C 10.59206 2.92003 0.51085
O 11.03606 3.01308 1.86568
C 12.19215 3.85246 1.93978
H 13.20664 4.99222 0.37244
H 13.31820 3.23768 0.20291
H 10.82529 4.94835 -0.19399
H 11.46619 3.74537 -1.31754
H 10.82639 1.91850 0.13386
H 9.50952 3.05544 0.48033
H 11.90497 4.80315 2.40225
H 12.93996 3.37345 2.57193
```

Computed properties:
Orbital gap, eV: 7.66
Charge: +1

Computed, not measured: a single C3H7IN2O molecule, with wB97M-V/def2-TZVPD.

```
14
C3H7IN2O | the OMol25 dataset | wB97M-V/def2-TZVPD
C -1.67919 -2.37595 0.27140
N -0.77326 -1.68954 -0.16198
N -0.87263 -0.22175 -0.06910
I -2.95541 0.64193 -0.24650
O 0.00465 0.31845 -1.05714
C 0.76219 1.39991 -0.54955
C 1.91224 0.92806 0.39504
H -1.64838 -3.41129 0.45009
H -2.71907 -1.97355 0.52688
H 1.39329 1.67464 -1.52198
H 0.18828 2.09041 0.03318
H 1.37612 0.70224 1.32184
H 2.49395 -0.01672 0.10927
H 2.51722 1.93316 0.49855
```

Computed properties:
SMILES: C=NN(I)OCC
Orbital gap, eV: 8.13

In the order shown, the computed ΔE to the lowest compared entry with this formula, charge and spin values come out to 0.00; 236.18 kJ/mol.
In the order shown, the computed E_HOMO values come out to -10.61; -9.13 eV.
In the order shown, the computed maximum force values come out to 3.460; 4.999 eV/A.